# 1
Below is a cluster of 9 separate species, C14H32BBr10N3O8 in total at a distorted geometry, with properties calculated with ωB97M-V/def2-TZVPD.

Positions of all 68 atoms, in Å:
N: -1.234 4.652 3.032
H: -0.716 5.469 3.373
H: -1.940 4.889 2.336
H: -1.741 4.292 3.843
H: -0.590 3.966 2.592
N: -3.177 1.853 -2.513
H: -3.890 1.589 -3.198
H: -3.132 2.863 -2.375
H: -2.235 1.491 -2.762
H: -3.497 1.445 -1.635
N: -5.007 1.378 2.988
H: -5.294 2.088 3.675
H: -5.811 0.769 2.824
H: -4.173 0.918 3.394
H: -4.725 1.920 2.176
O: 0.369 2.444 2.605
C: -0.118 1.628 1.862
O: 0.380 1.233 0.731
B: -0.420 0.221 0.044
O: -1.520 -0.014 0.975
C: -1.435 0.775 2.024
O: -2.287 0.883 2.878
O: -0.974 0.813 -1.223
C: -0.768 -0.051 -2.205
O: -1.112 0.091 -3.340
C: 0.139 -1.158 -1.658
O: 0.423 -0.899 -0.385
O: 0.583 -2.051 -2.303
Br: -0.677 -4.321 0.730
C: -1.309 -4.598 -1.129
C: -2.600 -5.369 -1.220
Br: -3.174 -5.251 -3.098
H: -0.537 -5.160 -1.651
H: -1.353 -3.611 -1.572
H: -3.380 -4.925 -0.604
H: -2.548 -6.413 -0.928
Br: 0.929 -1.955 2.679
C: 2.359 -1.495 3.916
C: 2.603 -0.022 3.741
Br: 3.867 0.675 5.045
H: 3.226 -2.121 3.724
H: 2.036 -1.730 4.928
H: 1.694 0.567 3.842
H: 2.989 0.244 2.758
Br: 3.079 -5.564 0.434
C: 3.938 -3.841 0.230
C: 3.405 -3.117 -0.994
Br: 4.474 -1.470 -1.204
H: 4.988 -4.049 0.050
H: 3.828 -3.239 1.126
H: 2.333 -2.943 -1.029
H: 3.558 -3.687 -1.910
Br: 0.372 4.614 -0.197
C: 2.311 4.858 0.064
C: 2.687 4.963 1.524
Br: 1.750 6.371 2.507
H: 2.635 5.792 -0.397
H: 2.823 4.081 -0.498
H: 3.748 5.171 1.648
H: 2.504 4.044 2.077
Br: -1.261 -2.871 -6.240
C: -0.546 -1.210 -5.537
C: 0.880 -1.326 -5.072
Br: 1.585 0.436 -4.438
H: -1.143 -0.910 -4.677
H: -0.658 -0.452 -6.307
H: 1.544 -1.675 -5.857
H: 0.943 -1.986 -4.212

Properties
- Calculated total energy: -736979.141 eV
- Charge: +2
- E_LUMO: -7.15 eV
- Spin multiplicity: 1
- Frontier orbital gap: 5.8 eV
- Energy relative to the best compared isomer or geometry (same formula, charge and spin): 0.742 eV

Quick look at the Löwdin charges, all values in e:
1 N 0.286
2 H 0.081
3 H 0.135
4 H 0.150
5 H 0.048
6 N 0.322
7 H 0.167
8 H 0.157
9 H 0.104
10 H 0.142
11 N 0.316
12 H 0.163
13 H 0.167
14 H 0.122
15 H 0.139
16 O 0.080
17 C -0.402
18 O 0.232
19 B -0.924
20 O 0.234
21 C -0.353
22 O 0.088
23 O 0.180
24 C -0.391
25 O 0.032
26 C -0.377
27 O 0.203
28 O 0.144
29 Br 0.587
30 C -0.683
31 C -0.666
32 Br 0.623
33 H 0.066
34 H 0.016
35 H 0.048
36 H 0.066
37 Br 0.736
38 C -0.639
39 C -0.747
40 Br 0.653
41 H 0.067
42 H 0.063
43 H 0.020
44 H 0.058
45 Br 0.634
46 C -0.719
47 C -0.673
48 Br 0.606
49 H 0.048
50 H 0.035
51 H 0.023
52 H 0.059
53 Br 0.624
54 C -0.598
55 C -0.646
56 Br 0.661
57 H 0.071
58 H 0.078
59 H 0.075
60 H 0.044
61 Br 0.648
62 C -0.721
63 C -0.590
64 Br 0.681
65 H 0.000
66 H 0.057
67 H 0.064
68 H 0.027

---

# 2
Below is a cluster of 2 separate species, C14H32Br2N6O3P in total at a distorted geometry, with properties calculated with ωB97M-V/def2-TZVPD.

Positions of all 58 atoms, in Å:
O: 1.559 3.454 2.659
C: 1.694 2.757 1.646
C: 2.852 1.687 1.403
N: 3.015 0.699 2.499
C: 2.106 -0.194 2.859
N: 2.390 -1.128 3.931
C: 1.167 -1.700 4.574
Br: 0.847 -1.028 6.432
O: -0.027 -1.580 3.816
C: -0.184 -0.259 3.264
C: -1.662 0.130 2.838
C: -1.886 1.654 3.347
C: -3.204 2.327 2.752
Br: -4.728 1.890 3.967
N: 0.817 -0.163 2.134
H: 0.894 2.844 0.824
H: 3.828 2.288 1.327
H: 2.742 1.187 0.376
H: 3.929 0.693 2.985
H: 2.837 -0.550 4.672
H: 1.356 -2.822 4.694
H: 0.174 0.479 4.071
H: -1.722 0.192 1.698
H: -2.452 -0.532 3.305
H: -1.923 1.674 4.488
H: -1.000 2.308 3.019
H: -3.040 3.459 2.773
H: -3.363 1.980 1.685
H: 0.772 -1.060 1.617
O: 0.711 -0.005 -0.937
P: 0.300 -0.129 -2.420
N: -1.341 0.251 -2.105
C: -2.537 -0.348 -2.666
C: -1.573 1.686 -1.930
N: 0.609 -1.836 -2.442
C: -0.346 -2.783 -1.872
C: 1.939 -2.186 -1.919
N: -0.062 -0.206 -4.173
C: -0.362 -1.415 -4.930
C: 0.974 0.546 -4.907
H: -2.724 -0.030 -3.699
H: -3.416 -0.069 -2.076
H: -2.521 -1.433 -2.633
H: -1.590 2.203 -2.897
H: -0.784 2.136 -1.321
H: -2.515 1.881 -1.410
H: -0.707 -2.466 -0.886
H: 0.091 -3.780 -1.772
H: -1.197 -2.932 -2.536
H: 1.958 -2.203 -0.822
H: 2.689 -1.465 -2.258
H: 2.251 -3.168 -2.283
H: 0.481 -2.110 -4.978
H: -0.624 -1.148 -5.959
H: -1.233 -1.940 -4.541
H: 1.931 0.012 -4.897
H: 1.128 1.527 -4.444
H: 0.679 0.728 -5.943

Properties
- Calculated total energy: -179482.471 eV
- Charge: +1
- E_LUMO: -3.84 eV
- Spin multiplicity: 1
- Frontier orbital gap: 6.8 eV

Quick look at the Löwdin charges, all values in e:
1 O 0.032
2 C -0.194
3 C -0.088
4 N 0.127
5 C -0.195
6 N 0.102
7 C -0.661
8 Br 0.727
9 O -0.117
10 C -0.321
11 C -0.083
12 C -0.289
13 C -0.574
14 Br 0.581
15 N 0.137
16 H 0.135
17 H 0.152
18 H 0.126
19 H 0.185
20 H 0.122
21 H 0.137
22 H 0.140
23 H 0.126
24 H 0.133
25 H 0.108
26 H 0.103
27 H 0.078
28 H 0.069
29 H 0.149
30 O -0.339
31 P 0.791
32 N -0.331
33 C -0.128
34 C -0.139
35 N -0.342
36 C -0.127
37 C -0.149
38 N -0.297
39 C -0.123
40 C -0.146
41 H 0.086
42 H 0.089
43 H 0.053
44 H 0.083
45 H 0.055
46 H 0.078
47 H 0.082
48 H 0.087
49 H 0.056
50 H 0.062
51 H 0.073
52 H 0.086
53 H 0.090
54 H 0.099
55 H 0.065
56 H 0.080
57 H 0.076
58 H 0.084

---

# 3
Below is a structure of composition C14H32CuN6O6S at a distorted geometry, with properties calculated with ωB97M-V/def2-TZVPD.

Positions of all 60 atoms, in Å:
O: -4.912 -3.437 0.950
H: -5.618 -3.773 0.367
Cu: -0.468 -0.871 -0.080
N: 1.258 -1.451 0.787
N: -1.123 -1.279 1.735
N: 0.302 -0.313 -1.879
N: -2.114 -0.388 -1.090
O: 2.384 -1.485 0.159
O: 1.670 -0.257 -2.199
O: -3.399 -0.406 -0.571
O: -2.319 -0.890 2.039
C: -0.177 -1.509 2.603
C: 1.155 -1.573 2.081
C: -0.552 0.290 -2.680
C: -1.912 0.284 -2.203
C: 2.394 -1.797 2.891
H: 3.110 -0.977 2.738
H: 2.883 -2.728 2.566
H: 2.214 -1.885 3.966
C: -0.565 -1.625 4.041
H: -1.339 -2.405 4.147
H: -1.005 -0.684 4.413
H: 0.257 -1.896 4.707
C: -0.157 0.916 -3.959
C: -2.999 0.968 -2.948
H: 0.779 0.512 -4.373
H: -0.040 2.004 -3.853
H: -0.943 0.747 -4.701
H: -3.862 1.242 -2.324
H: -3.368 0.323 -3.758
H: -2.623 1.883 -3.417
H: 2.153 -0.716 -1.448
H: -3.405 -1.031 0.199
C: -3.687 -3.823 0.275
H: -2.837 -3.721 0.988
H: -3.530 -3.203 -0.644
H: -3.767 -4.894 -0.024
O: 0.099 -3.059 -1.187
H: 0.066 -2.220 -1.711
H: 0.648 -2.814 -0.414
C: 1.754 1.707 2.665
N: 2.092 1.762 1.217
C: 3.499 1.853 0.889
C: 1.098 1.947 0.335
S: -0.464 1.348 0.769
N: 1.171 2.644 -0.823
C: 2.292 2.689 -1.749
C: 0.088 3.589 -1.193
H: 1.181 2.596 2.961
H: 2.666 1.678 3.277
H: 1.161 0.822 2.909
H: 3.792 1.008 0.259
H: 3.722 2.808 0.412
H: 4.120 1.796 1.790
H: 1.959 2.545 -2.790
H: 2.779 3.674 -1.700
H: 3.017 1.910 -1.537
H: -0.333 3.384 -2.189
H: -0.727 3.560 -0.468
H: 0.485 4.618 -1.222

Properties
- Calculated total energy: -91729.933 eV
- Charge: 0
- E_LUMO (spin up / spin down): -0.70 / -0.67 eV
- Spin multiplicity: 2
- Frontier orbital gap (spin up / spin down): 6.0 / 5.9 eV
- ⟨S²⟩: 0.756
- Energy relative to the best compared isomer or geometry (same formula, charge and spin): 1.043 eV

Quick look at the Löwdin charges, all values in e:
1 O -0.145
2 H 0.076
3 Cu 0.304
4 N -0.210
5 N -0.216
6 N -0.035
7 N -0.021
8 O -0.182
9 O -0.020
10 O -0.002
11 O -0.168
12 C -0.311
13 C -0.297
14 C -0.250
15 C -0.258
16 C -0.017
17 H 0.075
18 H 0.093
19 H 0.068
20 C -0.024
21 H 0.091
22 H 0.090
23 H 0.062
24 C -0.006
25 C -0.002
26 H 0.099
27 H 0.077
28 H 0.091
29 H 0.094
30 H 0.105
31 H 0.083
32 H 0.079
33 H 0.089
34 C -0.153
35 H 0.083
36 H 0.074
37 H 0.081
38 O -0.076
39 H 0.007
40 H 0.011
41 C -0.060
42 N -0.164
43 C -0.051
44 C -0.631
45 S 0.843
46 N -0.187
47 C -0.072
48 C -0.065
49 H 0.091
50 H 0.089
51 H 0.052
52 H 0.087
53 H 0.085
54 H 0.091
55 H 0.082
56 H 0.093
57 H 0.069
58 H 0.070
59 H 0.049
60 H 0.094